# 1
# C54H47ClF2N2O2P2RbSTe

C54H47ClF2N2O2P2RbSTe as an isolated structure in a non-equilibrium geometry (the ωB97M-V functional and the def2-TZVPD basis, the OMol25 dataset).

```
113
Properties=species:S:1:pos:R:3:mulliken_charge:R:1
Rb -14.77 12.46 11.29 0.992
F -19.80 12.08 15.78 -0.398
C -18.93 11.50 14.92 0.320
C -17.86 12.16 14.35 -0.748
C -16.98 11.52 13.47 -0.785
C -17.13 10.12 13.31 1.164
C -18.27 9.46 13.83 0.086
F -18.57 8.19 13.51 -0.452
C -19.13 10.14 14.65 -0.529
C -16.29 9.25 12.43 -0.031
C -15.94 7.98 12.86 -0.442
C -15.21 7.17 12.01 -0.621
C -14.87 7.66 10.74 -0.816
C -15.20 8.97 10.41 -0.370
N -15.91 9.75 11.22 0.218
H -17.75 13.22 14.57 0.322
H -19.98 9.59 15.03 0.403
H -16.26 7.60 13.84 0.442
H -14.94 6.15 12.28 0.412
H -14.28 7.05 10.09 0.411
H -14.90 9.40 9.46 0.443
C -19.79 18.43 5.13 -0.898
S -20.63 17.24 6.20 -0.074
C -19.98 15.70 5.49 -1.302
C -18.58 15.19 5.90 0.041
C -18.58 14.73 7.35 -1.146
N -17.32 14.10 7.79 0.492
P -15.99 14.97 8.47 0.200
C -16.69 16.41 9.37 0.404
C -16.50 16.34 10.73 -0.441
C -16.99 17.33 11.59 -0.607
C -17.63 18.43 11.05 -0.630
C -17.81 18.52 9.66 -0.731
C -17.34 17.50 8.82 0.087
C -15.25 15.83 7.03 0.499
C -15.21 15.27 5.76 -0.368
C -14.34 15.72 4.76 -0.620
C -13.54 16.83 4.98 -0.491
C -13.66 17.48 6.19 -0.611
C -14.48 17.01 7.21 -0.686
P -17.15 12.41 7.97 0.019
C -18.03 11.78 6.45 0.397
C -19.41 11.69 6.34 -0.115
C -20.03 11.37 5.13 -0.911
C -19.20 11.11 4.05 -0.408
C -17.84 11.26 4.15 -0.704
C -17.22 11.62 5.35 -0.217
C -18.35 12.04 9.28 0.870
C -18.78 13.05 10.15 -0.029
C -19.48 12.77 11.29 -1.019
C -19.82 11.45 11.58 -0.398
C -19.43 10.43 10.74 -0.999
C -18.67 10.73 9.60 -0.431
H -19.99 19.41 5.52 0.372
H -20.14 18.33 4.10 0.306
H -18.70 18.27 5.16 0.235
H -20.10 15.80 4.41 0.592
H -20.73 14.97 5.81 0.336
H -17.87 15.97 5.67 0.195
H -18.34 14.37 5.26 -0.001
H -19.38 14.00 7.50 0.460
H -18.81 15.58 8.01 0.581
H -15.95 15.51 11.17 0.167
H -16.73 17.33 12.62 0.475
H -18.00 19.21 11.70 0.390
H -18.17 19.42 9.17 0.378
H -17.41 17.65 7.75 0.567
H -15.77 14.38 5.60 0.288
H -14.26 15.17 3.82 0.381
H -12.85 17.22 4.24 0.371
H -13.10 18.40 6.39 0.352
H -14.50 17.49 8.16 0.469
H -20.02 11.93 7.20 0.395
H -21.11 11.28 5.03 0.422
H -19.68 10.82 3.12 0.372
H -17.21 11.05 3.28 0.384
H -16.15 11.72 5.43 0.486
H -18.54 14.09 10.00 0.060
H -19.80 13.56 11.95 0.464
H -20.36 11.22 12.52 0.461
H -19.73 9.42 11.01 0.355
H -18.28 9.89 9.00 0.436
Cl -8.82 8.46 13.53 -0.286
C -9.93 9.80 13.30 0.256
C -10.70 10.25 14.40 -0.645
C -11.51 11.35 14.28 -0.487
C -11.71 12.04 13.00 -0.050
O -12.43 13.07 13.01 -0.465
C -11.11 11.36 11.87 1.118
C -11.43 11.60 10.48 -0.338
O -12.38 12.20 10.03 -0.625
C -10.11 10.35 12.07 -0.824
H -10.63 9.74 15.30 0.478
H -12.04 11.74 15.13 0.447
H -10.74 11.05 9.82 0.229
H -9.52 10.01 11.19 0.234
C -15.24 16.48 15.77 -1.130
Te -14.79 14.83 14.51 0.126
C -12.97 15.92 14.09 -1.053
C -12.86 16.97 15.16 0.775
C -11.64 17.66 15.38 -0.957
C -11.52 18.57 16.41 -0.334
C -12.59 18.86 17.27 -0.684
C -13.79 18.19 17.04 -0.401
C -13.94 17.24 16.02 0.379
H -15.64 16.10 16.72 0.495
H -15.99 17.16 15.36 0.365
H -13.08 16.38 13.11 0.425
H -12.13 15.21 14.06 0.395
H -10.81 17.42 14.76 0.475
H -10.62 19.13 16.52 0.393
H -12.49 19.60 18.06 0.376
H -14.63 18.47 17.68 0.364
```

Properties
Highest occupied orbital energy, eV: -4.138
Calculated total energy, eV: -119156.1219
LUMO energy, eV: 1.92
Frontier orbital gap, eV: 6.054
Spin multiplicity: 1
Energy above the lowest of the compared OMol25 structures with the same formula, charge and spin, kJ/mol: 12.8
Charge: -1

---

# 2
# C54H47IrN8O2P2Se2

C54H47IrN8O2P2Se2 as an isolated structure in a non-equilibrium geometry (the ωB97M-V functional and the def2-TZVPD basis, the OMol25 dataset).

```
116
Properties=species:S:1:pos:R:3:mulliken_charge:R:1
Ir 1.62 0.15 1.93 -0.240
C 3.15 -1.59 -1.12 -0.811
C 4.32 -1.53 -0.19 1.300
C 5.36 -2.44 -0.36 -1.027
C 6.51 -2.35 0.41 -0.853
C 6.63 -1.36 1.37 -0.950
C 5.60 -0.46 1.59 1.404
C 5.75 0.59 2.65 -1.586
C 4.44 -0.54 0.80 -1.007
N 3.42 0.43 1.00 0.827
C 3.72 1.74 0.71 0.066
O 4.68 2.13 0.08 -0.672
C 2.76 2.69 1.37 0.639
C 2.86 4.07 1.39 -0.797
C 2.04 4.78 2.27 -0.567
C 1.20 4.10 3.13 -0.964
C 1.14 2.72 3.04 0.157
N 1.87 2.07 2.14 1.395
C 0.45 1.80 4.01 0.081
O -0.07 2.22 5.03 -0.622
N 0.54 0.48 3.63 1.187
C 0.16 -0.51 4.57 -0.501
C 0.80 -0.59 5.82 1.366
C 1.93 0.33 6.19 -1.747
C 0.38 -1.53 6.74 -0.895
C -0.65 -2.40 6.45 -0.920
C -1.26 -2.35 5.21 -0.724
C -0.87 -1.42 4.26 0.995
C -1.62 -1.36 2.96 -0.651
H 3.06 -2.57 -1.58 0.471
H 3.27 -0.84 -1.91 0.357
H 2.23 -1.35 -0.60 -0.397
H 5.28 -3.20 -1.12 0.447
H 7.32 -3.06 0.25 0.445
H 7.54 -1.28 1.95 0.484
H 6.45 0.28 3.41 0.516
H 4.79 0.83 3.12 0.058
H 6.13 1.51 2.19 0.341
H 3.57 4.56 0.74 0.596
H 2.10 5.86 2.30 0.476
H 0.59 4.60 3.87 0.589
H 2.52 0.64 5.32 0.036
H 2.59 -0.16 6.90 0.555
H 1.54 1.23 6.66 0.388
H 0.86 -1.57 7.71 0.470
H -0.98 -3.12 7.19 0.431
H -2.08 -3.03 4.98 0.486
H -1.90 -2.37 2.64 0.595
H -1.01 -0.89 2.18 -0.911
H -2.52 -0.77 3.08 0.585
Se 1.33 0.52 -4.62 -0.011
P -0.71 0.75 -3.94 0.250
C -1.74 -0.63 -4.49 1.108
C -1.16 -1.90 -4.42 -0.768
C -1.86 -3.01 -4.85 -0.750
C -3.16 -2.87 -5.33 -0.674
C -3.74 -1.61 -5.40 -0.827
C -3.03 -0.49 -5.01 0.004
C -1.34 2.31 -4.58 0.891
C -1.77 2.37 -5.91 -0.372
C -2.15 3.59 -6.45 -0.865
C -2.08 4.74 -5.68 -0.570
C -1.61 4.69 -4.38 -0.693
C -1.24 3.47 -3.82 -0.254
C -0.44 0.79 -2.18 0.676
C -0.98 0.73 -0.87 -1.045
N 0.12 0.76 -0.06 0.872
N 1.21 0.85 -0.79 -0.280
N 0.91 0.87 -2.04 -0.619
P -2.67 0.70 -0.18 0.559
Se -1.95 2.10 1.94 -0.141
C -3.54 1.99 -1.14 0.886
C -3.86 1.76 -2.47 -0.438
C -4.51 2.72 -3.22 -0.633
C -4.82 3.95 -2.65 -0.719
C -4.52 4.19 -1.32 -0.781
C -3.88 3.21 -0.56 -0.894
C -3.34 -0.84 -0.90 0.395
C -2.53 -1.94 -1.18 0.114
C -3.10 -3.15 -1.55 -1.084
C -4.48 -3.27 -1.63 -0.704
C -5.29 -2.17 -1.36 -0.862
C -4.73 -0.97 -0.97 -0.528
H -0.15 -2.00 -4.04 0.409
H -1.40 -3.98 -4.83 0.488
H -3.72 -3.74 -5.64 0.423
H -4.75 -1.49 -5.78 0.461
H -3.48 0.49 -5.11 0.293
H -1.78 1.47 -6.52 0.519
H -2.50 3.63 -7.47 0.446
H -2.37 5.69 -6.11 0.432
H -1.53 5.59 -3.79 0.452
H -0.86 3.42 -2.81 0.315
H -3.62 0.80 -2.90 0.448
H -4.75 2.53 -4.26 0.450
H -5.31 4.71 -3.24 0.434
H -4.78 5.13 -0.86 0.451
H -3.67 3.39 0.48 0.349
H -1.45 -1.85 -1.13 0.312
H -2.47 -4.00 -1.74 0.497
H -4.92 -4.22 -1.89 0.455
H -6.36 -2.27 -1.43 0.467
H -5.36 -0.13 -0.73 0.564
N 3.14 -2.12 3.44 0.013
C 2.34 -2.72 2.53 0.665
C 2.38 -4.11 2.35 -1.130
C 1.53 -4.71 1.47 -0.820
C 0.62 -3.91 0.75 -0.944
C 0.65 -2.56 0.96 -0.378
N 1.49 -1.95 1.82 0.936
H 3.86 -2.65 3.90 0.314
H 3.17 -1.12 3.49 -0.308
H 3.10 -4.68 2.92 0.488
H 1.54 -5.78 1.32 0.483
H -0.08 -4.35 0.06 0.618
H -0.03 -1.91 0.42 0.250
```

Properties
Highest occupied orbital energy (spin up / spin down), eV: -9.762 / -9.760
Calculated total energy, eV: -224879.8155
LUMO energy (spin up / spin down), eV: -4.07 / -4.51
Frontier orbital gap (spin up / spin down), eV: 5.691 / 5.249
Spin multiplicity: 2
Charge: +1

---

# 3
# C54H47N10NaO5S2

C54H47N10NaO5S2 as an isolated structure in a non-equilibrium geometry (the ωB97M-V functional and the def2-TZVPD basis, the OMol25 dataset).

```
119
Properties=species:S:1:pos:R:3:mulliken_charge:R:1
Na 1.19 -0.19 -1.09 0.559
O 1.70 -4.42 -0.15 -0.801
C 1.58 -3.43 -0.91 0.210
N 2.23 -2.31 -1.02 0.984
C 3.55 -2.21 -0.52 -0.102
C 4.42 -3.29 -0.54 -0.767
C 5.77 -3.13 -0.24 -0.779
C 6.26 -1.88 0.07 -0.722
C 5.40 -0.79 0.10 -0.837
C 4.05 -0.94 -0.17 0.030
N 3.22 0.17 -0.33 0.511
C 3.47 1.30 0.28 -0.414
O 4.15 1.59 1.27 -0.853
C 2.91 2.49 -0.53 0.465
C 3.39 3.76 -0.25 -0.458
C 3.13 4.79 -1.14 -0.658
C 2.37 4.52 -2.26 -1.003
C 1.86 3.24 -2.41 0.161
N 2.12 2.23 -1.59 0.666
C 0.41 -3.52 -1.91 -0.119
C -0.27 -4.72 -2.04 -0.728
C -1.36 -4.80 -2.89 -0.662
C -1.70 -3.68 -3.62 -1.054
C -0.95 -2.53 -3.45 -0.060
N 0.07 -2.44 -2.61 0.596
H 4.02 -4.26 -0.78 0.437
H 6.43 -3.99 -0.27 0.352
H 7.31 -1.73 0.30 0.366
H 5.77 0.20 0.36 0.439
H 3.98 3.86 0.65 0.541
H 3.52 5.79 -0.96 0.361
H 2.13 5.29 -2.99 0.386
H 1.22 3.04 -3.27 0.100
H 0.07 -5.55 -1.43 0.643
H -1.92 -5.71 -2.98 0.428
H -2.55 -3.66 -4.29 0.399
H -1.19 -1.64 -4.02 0.222
N 0.92 1.05 -5.46 0.148
C 2.17 0.46 -5.56 0.799
C 3.09 0.40 -6.60 -1.371
C 4.25 -0.30 -6.35 -0.504
C 4.49 -0.93 -5.11 -0.775
C 3.56 -0.87 -4.08 -0.855
C 2.40 -0.15 -4.34 -0.046
N 1.30 0.07 -3.49 1.394
C 0.48 0.76 -4.20 -1.003
C -0.85 1.20 -3.74 -0.024
C -1.66 2.11 -4.32 -0.306
S -3.16 2.18 -3.48 -0.282
C -2.58 0.98 -2.39 -0.151
N -1.35 0.57 -2.61 0.640
H 0.41 1.54 -6.16 0.215
H 2.90 0.86 -7.56 0.411
H 5.01 -0.37 -7.11 0.364
H 5.41 -1.46 -4.96 0.481
H 3.73 -1.34 -3.12 0.391
H -1.46 2.73 -5.17 0.431
H -3.13 0.61 -1.55 0.035
C 1.47 -1.99 4.75 -1.851
C 0.29 -1.72 3.82 0.721
C 0.53 -2.30 2.44 -0.688
N -0.48 -1.82 1.51 2.976
C -1.30 -2.53 0.78 -0.918
S -2.43 -1.87 -0.25 -0.476
N -1.19 -3.96 0.81 0.613
C -1.56 -4.85 1.74 0.248
O -1.40 -6.05 1.58 -0.751
C -2.24 -4.34 2.97 0.360
C -1.80 -4.79 4.21 -0.367
C -2.50 -4.42 5.35 -0.695
C -3.65 -3.65 5.24 -0.440
C -4.10 -3.22 4.00 -0.647
C -3.37 -3.55 2.86 0.043
H 1.30 -1.58 5.74 0.470
H 2.39 -1.56 4.35 0.315
H 1.65 -3.06 4.88 0.410
H 0.16 -0.64 3.73 -0.127
H -0.65 -2.11 4.22 -0.166
H 0.54 -3.39 2.43 0.754
H 1.51 -2.01 2.04 0.081
H -0.55 -0.78 1.39 -1.636
H -0.76 -4.37 -0.02 -0.319
H -0.93 -5.42 4.25 0.480
H -2.17 -4.75 6.32 0.378
H -4.21 -3.36 6.13 0.401
H -4.99 -2.62 3.93 0.474
H -3.68 -3.21 1.88 0.457
C -3.13 7.06 1.79 -1.826
C -2.27 5.99 1.18 1.347
C -0.99 6.31 0.76 -1.326
C -0.18 5.35 0.18 -0.401
C -0.63 4.05 0.06 -0.124
C -1.91 3.71 0.49 0.274
N -2.33 2.36 0.29 0.580
C -2.82 1.63 1.43 0.202
C -4.13 1.18 1.46 -0.189
C -4.60 0.47 2.56 -1.160
C -3.77 0.25 3.64 -0.633
C -2.44 0.67 3.60 -0.312
C -1.95 1.32 2.47 0.701
C -0.45 1.54 2.27 -0.436
O 0.18 2.29 3.01 -0.821
O 0.00 0.83 1.29 -0.111
C -2.75 4.68 1.04 0.720
C -4.15 4.33 1.43 -1.275
H -2.55 7.96 1.93 0.386
H -3.53 6.77 2.76 0.350
H -3.98 7.33 1.16 0.339
H -0.63 7.32 0.91 0.283
H 0.83 5.58 -0.13 0.165
H 0.02 3.28 -0.32 0.305
H -1.53 1.83 -0.05 -0.581
H -4.76 1.38 0.61 0.404
H -5.62 0.10 2.56 0.304
H -4.14 -0.29 4.51 0.479
H -1.76 0.45 4.41 0.455
H -4.61 3.65 0.71 0.281
H -4.78 5.22 1.50 0.510
H -4.22 3.82 2.39 0.184
```

Properties
Highest occupied orbital energy, eV: -1.429
Calculated total energy, eV: -107993.2670
LUMO energy, eV: 3.21
Frontier orbital gap, eV: 4.644
Spin multiplicity: 1
Energy above the lowest of the compared OMol25 structures with the same formula, charge and spin, kJ/mol: 0.0
Charge: -2

---

# 4
# C54H50F4N5O3P2Pd

C54H50F4N5O3P2Pd as an isolated structure (the ωB97M-V functional and the def2-TZVPD basis, the OMol25 dataset).

```
119
Properties=species:S:1:pos:R:3:mulliken_charge:R:1
Pd -2.16 -0.46 0.09 0.098
C 3.91 -1.88 5.24 -1.038
C 3.34 -0.49 5.01 -1.030
N 2.55 -0.40 3.78 0.338
C 1.20 -0.53 3.85 -0.338
C 0.33 -0.53 2.81 0.076
C -1.15 -0.70 3.21 -0.218
O -1.34 -1.05 4.37 -0.808
O -2.02 -0.46 2.33 -0.550
C 0.86 -0.40 1.48 0.287
O 0.23 -0.36 0.42 0.585
C 2.33 -0.32 1.39 0.228
C 2.91 -0.22 0.13 0.804
C 4.27 -0.11 0.01 0.023
F 4.83 0.04 -1.22 -0.422
C 5.11 -0.12 1.12 -1.782
C 4.54 -0.22 2.38 -0.435
C 3.15 -0.31 2.53 0.236
N 6.53 -0.01 1.03 0.647
C 7.21 -0.81 0.03 -0.565
C 8.73 -0.78 0.34 -0.704
N 8.91 -0.13 1.68 -0.149
C 8.48 1.30 1.65 -0.832
C 7.06 1.35 1.04 -0.431
H 4.49 -1.90 6.16 0.391
H 4.55 -2.19 4.42 0.307
H 3.10 -2.61 5.32 0.346
H 4.12 0.27 4.98 0.422
H 2.67 -0.21 5.82 0.469
H 0.78 -0.65 4.84 0.577
H 2.27 -0.20 -0.74 -0.215
H 5.20 -0.25 3.23 0.467
H 7.06 -0.45 -0.99 0.388
H 6.83 -1.83 0.08 0.505
H 9.29 -0.19 -0.37 0.355
H 9.16 -1.78 0.38 0.352
H 9.87 -0.21 2.00 0.298
H 8.30 -0.62 2.34 0.388
H 9.21 1.85 1.06 0.378
H 8.50 1.67 2.67 0.393
H 7.09 1.79 0.04 0.331
H 6.42 1.98 1.66 0.404
C -1.51 2.82 -2.88 -1.393
N -1.56 1.74 -1.89 0.758
P -1.60 0.08 -2.20 0.527
C 0.04 -0.41 -2.81 1.208
C 0.45 -1.71 -2.52 -0.840
C 1.70 -2.16 -2.92 -0.568
C 2.56 -1.30 -3.60 -0.685
C 2.16 0.00 -3.88 -0.685
C 0.90 0.44 -3.49 -0.442
C -2.70 -0.09 -3.62 0.971
C -3.97 0.48 -3.52 -0.820
C -4.88 0.34 -4.56 -0.762
C -4.54 -0.39 -5.69 -0.651
C -3.28 -0.97 -5.78 -0.735
C -2.36 -0.82 -4.75 -0.666
P -1.77 1.97 -0.22 1.635
C -3.02 3.26 -0.02 0.376
C -2.76 4.61 -0.28 -0.540
C -3.78 5.54 -0.15 -0.669
C -5.05 5.14 0.24 -0.617
C -5.31 3.80 0.50 -0.487
C -4.30 2.86 0.38 -0.413
C -0.24 2.77 0.35 0.481
C -0.20 3.35 1.62 -0.541
C 1.00 3.84 2.12 -0.887
C 2.16 3.75 1.37 -0.646
C 2.12 3.17 0.11 -0.489
C 0.93 2.67 -0.39 -0.513
H -1.48 2.39 -3.88 0.560
H -0.63 3.44 -2.73 0.255
H -2.40 3.44 -2.81 0.292
H -0.20 -2.37 -1.95 0.255
H 2.01 -3.17 -2.70 0.456
H 3.54 -1.64 -3.91 0.425
H 2.83 0.67 -4.40 0.462
H 0.60 1.45 -3.73 0.281
H -4.25 1.02 -2.62 0.557
H -5.86 0.80 -4.48 0.446
H -5.25 -0.50 -6.49 0.394
H -3.01 -1.54 -6.67 0.434
H -1.38 -1.27 -4.84 0.415
H -1.77 4.92 -0.57 0.407
H -3.58 6.59 -0.35 0.420
H -5.84 5.87 0.34 0.406
H -6.30 3.48 0.82 0.515
H -4.49 1.82 0.59 -0.036
H -1.10 3.43 2.21 0.506
H 1.02 4.30 3.10 0.449
H 3.09 4.15 1.76 0.402
H 3.03 3.10 -0.49 0.513
H 0.91 2.18 -1.36 -0.019
F -3.65 -7.30 1.37 -0.247
C -2.86 -6.97 0.33 0.673
F -3.42 -7.47 -0.78 -0.284
F -1.69 -7.61 0.51 -0.254
C -2.65 -5.49 0.25 0.533
C -3.05 -4.76 -0.86 -1.051
C -2.80 -3.40 -0.87 -0.351
N -2.20 -2.77 0.13 0.555
C -1.85 -3.47 1.21 -0.323
C -2.05 -4.83 1.31 -1.236
H -3.53 -5.24 -1.70 0.535
H -3.11 -2.78 -1.71 0.359
H -1.40 -2.91 2.02 0.246
H -1.76 -5.37 2.20 0.490
C -4.21 -0.49 -0.31 -1.029
C -5.58 -0.43 -0.06 1.352
C -6.56 -0.55 -1.09 -0.384
C -7.90 -0.43 -0.81 -0.670
C -8.34 -0.20 0.50 -0.504
C -7.40 -0.09 1.53 -0.628
C -6.05 -0.21 1.27 -0.299
H -6.23 -0.74 -2.10 0.479
H -8.63 -0.52 -1.61 0.393
H -9.40 -0.11 0.71 0.406
H -7.74 0.07 2.54 0.416
H -5.33 -0.15 2.07 0.543
```

Properties
Highest occupied orbital energy (spin up / spin down), eV: -7.206 / -9.734
Calculated total energy, eV: -103322.3912
LUMO energy (spin up / spin down), eV: -3.24 / -3.24
Frontier orbital gap (spin up / spin down), eV: 3.962 / 6.491
Spin multiplicity: 5
Energy above the lowest of the compared OMol25 structures with the same formula, charge and spin, kJ/mol: 0.0
Charge: +1